Molecular formula: C3H9NOS
Method: DFT, wB97M-V/def2-TZVPD

```
15
Properties=species:S:1:pos:R:3:mulliken_charge:R:1
C -0.4799 -1.4078 0.0445 -0.891
C -0.8001 1.2280 -0.2197 -1.053
C 0.0876 0.0197 0.3266 0.046
N 2.2326 1.3119 0.3577 -0.500
O 2.2647 -1.2496 -0.6188 -0.576
S 1.7447 0.0846 -0.2783 0.614
H -0.7392 -1.3706 -1.0063 0.341
H 0.5069 -1.8750 0.0707 0.383
H -1.0264 -1.7997 0.9005 0.296
H -0.5384 0.8647 -1.1738 0.359
H -0.2738 2.1720 -0.1294 0.360
H -1.8865 0.9895 -0.1256 0.315
H -0.3020 -0.3596 2.9328 0.041
H 3.2563 1.4091 0.6026 0.257
H -1.2099 -0.1270 2.7414 0.007
```

DFT total energy: -647.62392 hartree
Kohn-Sham gap (spin up / spin down): 7.4 / 7.8 eV
Charge: 0
2S+1: 1

Molecular formula: C3H9NOS
Method: DFT, wB97M-V/def2-TZVPD

```
15
Properties=species:S:1:pos:R:3:mulliken_charge:R:1
C 0.8503 -0.4481 -1.5546 -0.639
O 0.6813 -1.7238 -2.1069 -0.513
C -0.0500 -0.2267 -0.3628 -0.199
C 0.4056 0.9980 0.4722 -0.598
S -0.8766 1.5655 1.6152 -0.295
N -0.1161 -1.4286 0.5366 -0.586
H 1.8933 -0.6254 -1.2000 0.246
H 0.5339 0.1387 -2.4867 0.356
H 0.4331 -1.7058 -2.9913 0.308
H -0.9620 -0.0702 -0.7752 0.571
H 0.7474 1.8372 -0.1434 0.362
H 1.2566 0.5740 0.9964 0.333
H -1.6935 0.5399 1.8907 0.132
H 0.7608 -1.8552 0.4452 0.259
H -0.8161 -2.0307 0.1924 0.263
```

DFT total energy: -647.82729 hartree
Kohn-Sham gap: 9.5 eV
Charge: 0
2S+1: 1

Molecular formula: C3H9NOS
Method: DFT, wB97M-V/def2-TZVPD

```
15
Properties=species:S:1:pos:R:3:mulliken_charge:R:1
C -2.1013 0.1186 0.3104 -0.548
O -2.2274 1.3393 -0.4266 -0.542
C -0.6333 -0.2533 0.3235 0.397
C -0.4597 -1.7693 0.3970 -1.311
S 2.6373 0.3042 0.0872 -0.221
N 0.0401 0.2310 -0.8707 -0.561
H -2.6066 -0.6451 -0.2830 0.318
H -2.5002 0.2681 1.3036 0.344
H -3.0839 1.7519 -0.2750 0.295
H -0.1274 0.1855 1.1969 0.338
H 0.5914 -2.0412 0.4735 0.313
H -1.0217 -2.1974 1.2223 0.338
H -0.8364 -2.1739 -0.5511 0.380
H 1.0558 0.1120 -0.8047 0.186
H -0.1904 1.1855 -1.1194 0.273
```

DFT total energy: -647.73603 hartree
Kohn-Sham gap: 6.4 eV
Charge: 0
2S+1: 1

Molecular formula: C3H9NOS
Method: DFT, wB97M-V/def2-TZVPD

```
15
Properties=species:S:1:pos:R:3:mulliken_charge:R:1
C -0.1201 0.0232 -0.0606 -0.856
C 1.1791 -0.7351 -0.4060 -0.622
S 1.9202 -1.3974 1.2546 -0.223
N -0.7039 0.6154 -1.2924 -0.342
C -1.5526 1.6744 -0.8605 -0.324
O -2.6721 1.2595 0.0171 -0.538
H -0.9238 -0.6848 0.3161 0.362
H 0.0525 0.6718 0.7438 0.548
H 1.9132 -0.0696 -0.9917 0.381
H 0.9550 -1.7878 -0.8090 0.289
H 3.1233 -1.2458 0.6301 0.141
H -1.3522 -0.0685 -1.8189 0.282
H -1.0045 2.4221 -0.2186 0.319
H -1.9487 2.2504 -1.7996 0.267
H -2.2728 0.7120 0.7473 0.315
```

DFT total energy: -647.82296 hartree
Kohn-Sham gap: 10.0 eV
Charge: 0
2S+1: 1